Entry 1:
{
  "formula": "C28H27HfN8OS3",
  "method": "wB97M-V/def2-TZVPD",
  "homo_lumo_gap_ev": 6.7,
  "charge": 3,
  "e_above_lowest_ev": 0.5136,
  "homo_energy_ev": -15.80,
  "total_energy_ev": -77234.0225,
  "e_lumo_ha": -0.336,
  "fmax_ev_per_a": 1.56,
  "symbols": ["C", "C", "O", "H", "H", "C", "C", "H", "H", "C", "C", "C", "C", "N", "H", "H", "H", "C", "H", "C", "H", "C", "C", "H", "C", "C", "N", "C", "C", "H", "H", "H", "C", "S", "N", "C", "H", "H", "H", "H", "C", "S", "H", "H", "H", "H", "H", "C", "N", "N", "H", "S", "H", "C", "N", "N", "H", "Hf", "C", "N", "H", "C", "C", "C", "C", "C", "C", "H"],
  "positions_angstrom": [[4.805903, -0.532370, -6.040829], [-4.449547, 0.596930, 3.098817], [-0.252448, 2.387721, 0.636217], [-1.506467, -1.131769, -4.245244], [2.254244, 0.742264, -3.339599], [2.064687, 0.671401, 4.514321], [0.445288, -0.246267, -4.020847], [2.900555, -4.016691, -0.665924], [1.513263, 0.931362, -1.016798], [1.291205, 0.346144, -3.056429], [-6.426110, 0.435604, 1.800296], [2.518915, 0.038590, -5.803711], [-1.134758, -0.579273, -2.223312], [0.099947, -5.270451, 0.323873], [3.112616, 0.711959, 4.773292], [5.605867, -1.247643, -6.170221], [2.581742, -5.701787, -0.225486], [-0.852071, -3.304741, 0.687115], [1.614959, 4.492825, 2.081330], [-3.685877, 0.634526, 1.919257], [-0.983795, 0.903980, 5.948226], [-0.239630, 0.794184, 5.172546], [-0.809556, -0.694983, -3.546581], [-6.422265, 0.499425, 3.949218], [3.475193, -0.943974, -5.994819], [-5.834289, 0.513384, 3.046271], [-1.047949, -4.621428, 0.549171], [1.683763, 0.468701, 3.188423], [-0.622299, 0.633562, 3.836412], [-3.684894, 0.604431, -0.237362], [4.608580, 2.671134, -5.675218], [-1.919658, -5.135876, 0.605683], [-0.834349, 4.620999, 1.332936], [0.786853, -0.453952, -5.688007], [-2.332795, 0.708678, 2.138621], [-5.668955, 0.455252, 0.624435], [1.804634, -1.814572, -0.138177], [1.407497, 0.940486, 6.530983], [-0.312998, 5.573318, 1.275740], [-1.312867, 4.570530, 2.312812], [0.876535, 0.446219, -1.755330], [-3.385178, 0.636189, 4.482878], [2.153101, 2.151223, -5.605938], [2.017502, 2.883554, 1.618722], [-1.611188, 4.587562, 0.573816], [3.208459, -1.982551, -6.105855], [-2.089431, -0.958480, -1.866426], [1.049693, -4.400799, 0.322890], [1.151198, -1.891267, 0.650444], [0.502676, -3.133377, 0.552678], [1.715189, -1.874432, 1.513162], [-2.001565, -2.104003, 0.932268], [-7.498131, 0.347944, 1.733792], [1.103741, 0.808621, 5.504664], [5.167682, 0.725266, -5.906864], [1.323813, 3.619474, 1.666016], [-6.173617, 0.373985, -0.324172], [-0.700972, 0.241780, 0.873551], [-4.295377, 0.567148, 0.666395], [-0.312531, -0.019518, -1.289428], [2.470606, 0.354627, 2.441335], [4.248812, 1.656462, -5.765385], [-2.022987, 0.679707, 3.435009], [0.340041, 0.411908, 2.801988], [2.478269, -4.668671, 0.099310], [0.100008, 3.471812, 1.184231], [2.888042, 1.370539, -5.710492], [3.053474, -4.552533, 1.019309]],
  "forces_ev_per_angstrom": [[-0.32, -0.42, 0.01], [0.43, 0.06, -0.41], [-0.28, -1.53, -0.17], [-0.16, -0.11, 0.06], [0.06, 0.00, 0.02], [-0.01, -0.04, -0.24], [-0.08, 0.05, 0.38], [0.00, 0.00, -0.03], [0.06, 0.00, -0.11], [0.02, -0.02, 0.04], [0.05, -0.01, 0.08], [-0.42, -0.15, 0.09], [-0.19, -0.05, 0.11], [0.66, -0.99, -0.19], [0.07, -0.01, 0.03], [0.01, -0.13, -0.06], [0.02, 0.02, -0.03], [0.76, -0.22, -0.31], [-0.07, 0.02, -0.04], [-1.22, 0.01, 0.02], [-0.08, 0.08, 0.07], [-0.07, -0.07, -0.41], [0.19, 0.15, -0.03], [-0.13, -0.02, 0.08], [0.07, 0.09, 0.03], [0.04, 0.00, 0.01], [0.14, 1.42, 0.19], [-0.09, -0.15, -0.04], [0.52, -0.12, 0.05], [-0.23, 0.02, 0.02], [-0.04, 0.16, -0.04], [0.04, 0.13, -0.01], [-0.25, 0.02, -0.14], [0.44, 0.13, -0.04], [0.08, -0.07, 0.35], [0.05, -0.03, -0.04], [-0.31, 0.00, 0.18], [0.00, 0.01, 0.12], [0.06, 0.01, -0.02], [-0.01, -0.09, 0.05], [-0.04, -0.06, 0.02], [0.36, 0.00, -0.56], [-0.09, 0.16, 0.00], [-0.23, 0.04, 0.02], [0.02, -0.05, -0.02], [-0.02, -0.12, 0.00], [0.14, 0.06, -0.02], [-0.15, 0.32, 0.05], [0.09, 0.18, 0.23], [-0.77, -0.64, 0.02], [-0.32, -0.10, -0.29], [-0.47, 0.99, 0.32], [-0.13, 0.02, -0.01], [0.02, 0.02, -0.04], [0.80, 0.16, -0.05], [-0.17, -0.18, -0.24], [-0.06, 0.04, -0.13], [0.53, 0.05, 0.15], [0.19, 0.04, 0.20], [0.18, 0.13, -0.79], [-0.03, -0.04, 0.09], [-0.54, 0.23, 0.13], [-0.39, 0.01, 0.40], [0.23, 0.21, 0.41], [0.28, -0.16, 0.05], [0.65, 0.51, 0.50], [0.12, -0.03, -0.08], [0.00, 0.05, 0.02]],
  "lowdin_charge": [-0.11, -0.41, -0.14, 0.13, 0.11, -0.04, -0.48, 0.09, 0.11, -0.02, -0.02, -0.50, -0.12, 0.16, 0.12, 0.12, 0.11, -0.68, 0.15, -0.34, 0.12, 0.00, -0.05, 0.13, -0.06, -0.04, 0.08, -0.14, -0.25, 0.10, 0.12, 0.19, 0.05, 1.14, -0.14, -0.03, 0.12, 0.13, 0.11, 0.11, -0.14, 1.24, 0.12, 0.13, 0.11, 0.11, 0.10, -0.29, 0.10, -0.07, 0.12, 0.73, 0.13, -0.02, 0.09, 0.25, 0.12, 1.64, -0.04, -0.16, 0.10, -0.11, -0.51, -0.25, 0.02, -0.48, -0.08, 0.10]
}

---

Entry 2:
{
  "formula": "C15H27ClFN3O4",
  "method": "wB97M-V/def2-TZVPD",
  "homo_lumo_gap_ev": 1.9,
  "homo_energy_ev": -5.27,
  "total_energy_ev": -43877.8588,
  "e_lumo_ha": -0.123,
  "fmax_ev_per_a": 8.66,
  "symbols": ["C", "H", "C", "Cl", "H", "C", "H", "O", "H", "H", "C", "N", "H", "H", "H", "H", "O", "H", "H", "H", "O", "N", "C", "H", "H", "H", "H", "C", "C", "H", "C", "O", "H", "H", "C", "C", "C", "H", "C", "C", "H", "H", "H", "H", "F", "N", "H", "C", "H", "C", "H"],
  "positions_angstrom": [[-4.884230, 1.447061, -0.480671], [-2.547795, 1.644208, -2.181863], [2.153747, 1.203181, 0.868868], [-0.918052, -1.576086, -2.002685], [4.411237, -0.366430, -1.125025], [1.382590, 0.746848, 2.259037], [-0.650262, 1.355643, 0.439536], [-5.630835, 1.674694, -1.597048], [4.558056, 1.300138, -0.256507], [2.496302, -3.143930, -2.474149], [2.017186, -2.257865, -1.878503], [-3.570646, 2.216778, -0.292623], [-0.468902, 3.068432, -2.383623], [-4.717692, -0.412648, 0.987507], [1.787792, 1.694628, -2.845803], [0.493724, 1.460759, 2.541946], [-2.268789, 3.465155, 2.206667], [-6.439652, -0.236419, 0.172977], [-5.901438, 0.968191, 1.526416], [2.444834, -5.154136, 3.036998], [1.861598, -2.717086, 0.779645], [2.080498, -0.907605, -2.245949], [1.859692, -4.116628, 3.004068], [3.721060, 1.154210, -1.997824], [1.056818, -4.192144, 3.884931], [0.033107, -3.555661, 1.755267], [1.183227, -4.837897, 0.951182], [0.111212, 2.483708, -1.519269], [-1.019313, 2.080693, -0.404691], [-2.546484, 0.348044, -0.697407], [-2.424436, 1.488802, -1.026178], [2.506357, 2.516389, 0.807998], [2.667806, -3.297579, 3.281182], [-3.297413, 2.096226, 0.728961], [1.167339, -2.455965, -0.489904], [3.823540, 0.657121, -0.943740], [1.168460, -3.810170, 1.533087], [1.003086, -0.363460, 2.212116], [-5.506738, 0.370156, 0.589773], [0.870346, 1.227629, -2.241186], [0.848524, 3.291403, -1.052370], [-0.208633, -0.779538, 0.398019], [-2.610516, 4.337893, 2.137557], [-1.315180, 3.095147, 0.151161], [0.123209, -3.457478, -0.925280], [2.523768, 0.286802, -0.270700], [2.613452, -0.659422, -3.112197], [1.393453, 0.042923, -1.241440], [2.153131, 0.796365, 3.159347], [0.278524, -1.047796, -0.637018], [0.133336, 0.826712, -3.090593]],
  "forces_ev_per_angstrom": [[-2.93, 1.15, -5.13], [0.32, -0.43, 2.23], [0.93, 7.13, 0.82], [0.57, 2.26, 1.21], [-1.24, 2.14, 0.36], [0.30, -0.69, -0.10], [-0.50, 1.48, -1.63], [4.68, -1.43, 6.54], [-2.19, -1.29, -1.50], [-0.96, 2.03, 1.02], [0.66, 3.34, -0.03], [-1.58, -3.21, 0.49], [1.27, -1.34, 1.79], [-1.37, 1.76, -0.88], [-1.68, -1.24, 1.45], [1.78, -1.13, -0.97], [0.67, -1.75, -0.32], [2.20, 1.61, 0.47], [0.96, -1.09, -1.81], [-1.33, 2.28, -0.42], [-2.42, -0.97, -2.72], [0.05, -6.60, 1.40], [0.84, -0.02, 0.46], [0.06, -0.56, 2.16], [1.67, 0.43, -2.21], [2.43, -0.17, -0.80], [0.05, 2.42, 0.83], [-0.74, 0.62, 0.00], [-0.56, 0.98, -0.22], [0.56, 2.10, -1.26], [-0.09, -0.52, 0.72], [-1.72, -8.48, 0.15], [-1.85, -1.56, -0.57], [-0.33, 1.01, -0.88], [-1.89, 0.79, -1.38], [2.10, -0.61, -0.40], [-1.16, -2.05, 1.69], [0.78, 2.12, -0.02], [-0.11, 0.19, 0.69], [-0.38, 1.41, -0.49], [-1.36, -2.13, -0.95], [0.70, -0.30, -2.47], [-0.51, 1.13, -0.06], [0.51, -2.19, -0.65], [3.73, 0.48, 2.23], [-1.17, 1.73, 0.88], [-0.89, 0.06, 1.11], [-0.21, -0.59, -1.47], [-1.39, -0.01, -2.14], [1.08, -0.63, 0.59], [1.65, 0.34, 2.17]],
  "lowdin_charge": [-0.31, 0.13, -0.24, 0.71, 0.10, -0.01, 0.08, -0.10, 0.13, 0.18, 0.18, -0.02, 0.13, 0.08, 0.12, 0.11, -0.55, 0.09, 0.09, 0.09, -0.09, 0.10, -0.10, 0.09, 0.10, 0.14, 0.14, -0.18, -0.18, 0.08, -0.21, -0.03, 0.09, 0.07, -0.31, -0.08, -0.20, 0.06, -0.06, -0.13, 0.12, 0.14, -0.19, 0.11, -0.16, -0.07, 0.18, -0.34, 0.11, -0.33, 0.12]
}

---

Entry 3:
{
  "formula": "C7H14HgO3",
  "method": "wB97M-V/def2-TZVPD",
  "homo_lumo_gap_ev": [4.2, 5.2],
  "charge": -1,
  "homo_energy_ev": [-1.06, -2.11],
  "total_energy_ev": -17794.8690,
  "e_lumo_ha": [0.114, 0.113],
  "multiplicity": 2,
  "fmax_ev_per_a": 3.43,
  "symbols": ["H", "C", "C", "C", "H", "C", "O", "O", "H", "O", "H", "H", "H", "H", "Hg", "H", "H", "H", "H", "C", "C", "C", "H", "H", "H"],
  "positions_angstrom": [[2.796865, -0.245156, -2.435780], [-1.487351, -0.310294, 1.764338], [3.001094, 0.961863, 0.225092], [-2.137751, -1.077684, 0.639904], [1.155565, 1.594324, 1.673089], [1.812148, 0.267328, -2.430561], [-1.125560, -1.333607, -0.309793], [2.014309, 1.645491, -1.957006], [0.239230, 0.879567, 3.007913], [-0.828513, 0.812415, 1.225197], [1.510496, 0.422039, -3.483899], [-0.648600, 2.349813, 2.596443], [-0.628050, -2.297467, -2.006264], [-2.294905, -1.623580, -1.997105], [0.198137, 0.450474, -0.743690], [-2.961806, -0.503247, 0.183097], [2.614089, 2.911832, -0.552765], [-2.246887, 0.003149, 2.500194], [-0.746651, -0.962954, 2.261768], [-1.525007, -2.135393, -1.397027], [-0.040674, 1.536002, 2.163866], [2.625345, 1.826601, -0.739870], [-1.912214, -3.102537, -1.040857], [-2.560819, -2.018177, 1.030407], [3.177519, -0.050798, -0.176698]],
  "forces_ev_per_angstrom": [[-0.55, -0.11, 0.32], [0.02, -0.15, 0.38], [0.52, 0.03, -0.16], [-0.29, -0.01, -0.14], [-3.19, 0.89, 0.89], [0.60, 1.42, 0.17], [-1.41, -2.22, 0.81], [1.57, -0.06, -2.07], [-0.45, -0.02, -0.05], [-0.96, 0.17, 1.74], [-0.22, -0.24, 0.51], [0.79, 0.22, -0.58], [-0.27, 0.09, 0.09], [0.17, -0.13, 0.09], [1.42, 0.95, -2.66], [0.23, -0.02, 0.03], [-0.20, -0.20, -0.09], [0.12, -0.13, -0.09], [-0.23, 0.17, -0.05], [-0.07, -0.15, -0.21], [3.23, -0.90, 0.04], [-0.41, 0.32, 1.06], [0.03, 0.13, -0.08], [0.11, 0.09, -0.04], [-0.56, -0.13, 0.08]],
  "mulliken_spin": [0.01, -0.01, 0.10, 0.05, 0.02, 0.46, -0.16, -0.05, 0.01, -0.33, -0.02, 0.00, 0.00, 0.00, 0.93, 0.00, 0.00, 0.01, 0.00, 0.04, -0.02, -0.01, 0.01, 0.01, -0.02]
}

---

Entry 4:
{
  "formula": "C3H3NO3",
  "method": "wB97M-V/def2-TZVPD",
  "homo_lumo_gap_ev": 10.1,
  "e_above_lowest_ev": 2.0268,
  "homo_energy_ev": -10.65,
  "total_energy_ev": -10790.6738,
  "smiles": "[H]/N=C(\\C=O)OC=O",
  "e_lumo_ha": -0.022,
  "fmax_ev_per_a": 0.83,
  "symbols": ["N", "H", "O", "O", "O", "H", "C", "C", "H", "C"],
  "positions_angstrom": [[-0.017315, 0.107748, -1.118282], [-1.473208, -1.587250, 0.045450], [0.289176, 2.378857, 1.613454], [0.359965, -2.487454, 0.137390], [-0.068531, -0.404849, 1.033739], [0.040821, 0.792931, -1.854955], [0.055485, 0.526595, 0.076459], [0.276680, 1.969917, 0.485004], [0.436068, 2.633443, -0.389916], [-0.410768, -1.608502, 0.316651]],
  "forces_ev_per_angstrom": [[-0.04, 0.38, -0.06], [0.11, -0.07, 0.07], [-0.05, -0.39, -0.55], [-0.46, 0.50, 0.47], [0.13, -0.13, -0.25], [0.10, 0.46, 0.01], [-0.01, -0.13, -0.46], [0.04, 0.18, 0.42], [-0.04, -0.09, 0.09], [0.22, -0.69, 0.26]],
  "lowdin_charge": [0.19, 0.15, 0.11, 0.14, 0.06, 0.08, -0.40, -0.16, 0.13, -0.29]
}

---

Entry 5:
{
  "formula": "C6H9N2O2",
  "method": "wB97M-V/def2-TZVPD",
  "homo_lumo_gap_ev": [7.6, 6.6],
  "charge": 1,
  "e_above_lowest_ev": 7.2192,
  "homo_energy_ev": [-13.10, -12.03],
  "total_energy_ev": -13429.8250,
  "e_lumo_ha": [-0.200, -0.198],
  "fmax_ev_per_a": 5.70,
  "symbols": ["H", "C", "H", "N", "C", "H", "H", "C", "O", "H", "C", "H", "H", "N", "C", "C", "H", "O", "H"],
  "positions_angstrom": [[-0.751208, 2.317092, 1.619625], [1.704657, 0.124320, 0.737624], [-2.251858, 0.799185, -1.840086], [-2.507508, -1.294591, 0.776594], [-1.266591, 0.554819, -1.315375], [-1.793020, 0.232538, 2.037450], [2.728252, -1.938000, -1.441295], [-1.220867, 0.661302, 0.104581], [1.174232, 1.058066, 1.205483], [-0.511301, 1.262714, -1.771338], [-1.840718, -0.229955, 0.984584], [1.184954, -2.569562, -0.592459], [-0.865023, -0.411919, -1.535380], [-3.122452, -2.215257, 0.837044], [2.045079, -1.869023, -0.489264], [-0.441468, 1.729427, 0.717599], [0.016805, 2.431469, 0.126011], [1.357159, -0.602097, -0.239460], [2.656308, -2.131680, 0.458630]],
  "forces_ev_per_angstrom": [[0.33, -1.58, -0.19], [2.22, -1.96, -0.35], [1.13, -0.68, 0.99], [-0.97, -1.02, 0.13], [0.60, 1.29, -3.23], [-0.50, -1.77, -1.26], [-1.52, 0.87, 1.86], [0.28, 1.42, 2.37], [-0.88, 2.10, 1.77], [-0.90, -0.66, 0.42], [2.03, 4.70, 2.51], [0.94, 0.31, -0.01], [-0.38, -0.86, -0.90], [-0.59, -1.15, -0.43], [1.21, -1.79, 0.42], [-2.42, -0.76, 0.84], [0.68, 1.30, -2.05], [-0.27, -0.16, -1.13], [-0.99, 0.41, -1.75]],
  "lowdin_charge": [0.14, -0.21, 0.14, -0.01, -0.05, 0.19, 0.14, -0.30, 0.14, 0.12, -0.09, 0.10, 0.08, 0.34, 0.00, 0.07, 0.08, -0.02, 0.13]
}

---

Entry 6:
{
  "formula": "C6H12S",
  "method": "wB97M-V/def2-TZVPD",
  "homo_lumo_gap_ev": [7.9, 7.7],
  "e_above_lowest_ev": 3.7588,
  "homo_energy_ev": [-7.72, -7.60],
  "total_energy_ev": -17247.8424,
  "e_lumo_ha": [0.007, 0.003],
  "fmax_ev_per_a": 5.53,
  "symbols": ["C", "C", "H", "C", "H", "H", "H", "S", "H", "C", "H", "C", "H", "H", "H", "H", "C", "H", "H"],
  "positions_angstrom": [[2.021545, 0.984013, 0.054859], [-2.224651, 0.283347, -0.832397], [1.902629, 1.894403, -0.426813], [-1.622870, -0.062670, 0.550988], [-1.371735, 0.268242, -1.478998], [0.819822, -0.381166, -1.009685], [-1.437190, -1.074904, 0.617233], [3.616745, 0.448222, -0.099700], [-2.212440, 0.427490, 1.432919], [3.720304, -1.217120, -0.020778], [-0.438051, 1.633435, 0.282991], [-0.278241, 0.629352, 0.781654], [1.249094, -0.788322, 0.704789], [-3.041514, -0.474298, -1.069839], [0.059771, 0.492567, 1.812714], [-2.618379, 1.268618, -1.123390], [0.869218, 0.004323, 0.023148], [3.158561, -1.791151, -0.576444], [4.682777, -1.537805, 0.305439]],
  "forces_ev_per_angstrom": [[1.18, -2.59, -0.72], [-0.86, -1.02, 0.19], [-0.31, 2.07, -0.41], [-1.12, 4.49, 1.45], [0.33, -0.91, -1.05], [-0.80, 0.00, 0.41], [-0.36, -2.37, 0.46], [-0.82, -0.50, 0.85], [0.26, -1.68, -1.52], [2.73, 4.28, 2.17], [0.45, -0.33, 1.67], [-0.61, 0.25, -2.45], [-0.23, -0.39, -0.83], [1.29, 0.89, -0.16], [-0.50, 1.18, 0.03], [-0.18, 0.04, 1.27], [2.34, -0.14, 0.99], [-3.25, -2.99, -2.35], [0.47, -0.28, 0.02]],
  "lowdin_charge": [-0.45, -0.11, 0.02, -0.26, 0.04, 0.12, 0.07, 0.93, 0.14, -0.38, 0.13, -0.25, 0.10, 0.09, 0.12, 0.07, -0.31, -0.06, -0.02]
}